[1]
The following is a quantum chemistry calculation of 2 unconnected molecules or ions with the total composition FHOS in a non-equilibrium geometry, from the Open Molecules 2025 dataset.

Last column: Mulliken charge in e.
Positions of all 4 atoms, in Å:
O1 2.20376 -0.53942 0.13342  -0.284
F1 -1.11795 -0.09944 -0.03276  -0.380
S1 3.54254 0.10213 -0.04207  0.287
H1 -0.35663 0.32508 -0.17262  0.377

Values from the calculation:
Structure (SMILES) ... O=S.F
E_tot ... -573.8206 Eh
Relative energy (zero: lowest compared OMol25 entry of this formula, charge and spin) ... 57.19 kJ/mol
HOMO (alpha / beta) ... -9.788 / -9.782 eV
HOMO-LUMO gap (alpha / beta) ... 7.814 / 7.799 eV
Strongest force on any atom ... 2.9 eV Å⁻¹


[2]
The following is a quantum chemistry calculation of a molecular structure, FIO3S in a non-equilibrium geometry, from the Open Molecules 2025 dataset.

Last column: Mulliken charge in e.
Positions of all 6 atoms, in Å:
O1 -0.93819 -0.57056 0.41660  -0.480
O2 0.45461 -0.42790 -1.65319  -0.516
O3 0.69946 1.16504 0.15420  -0.531
F1 1.25525 -1.10790 0.42582  -0.178
S1 0.38447 -0.10837 -0.28726  1.367
I1 -1.85559 1.04968 0.94383  0.338

Values from the calculation:
E_tot ... -1021.4056 Eh
Relative energy (zero: lowest compared OMol25 entry of this formula, charge and spin) ... 39.77 kJ/mol
HOMO ... -10.368 eV
HOMO-LUMO gap ... 8.941 eV
Strongest force on any atom ... 3.3 eV Å⁻¹


[3]
The following is a quantum chemistry calculation of FNO3S in the gas phase in a non-equilibrium geometry, from the Open Molecules 2025 dataset.

Last column: Mulliken charge in e.
Positions of all 6 atoms, in Å:
N1 1.37330 -0.30085 -0.11390  0.393
O1 2.42234 0.20291 -0.03824  -0.269
O2 0.30480 0.50036 0.50672  -0.253
O3 -0.97946 -1.32275 -0.34672  -0.423
F1 -1.87038 1.09380 -0.48634  -0.271
S1 -1.25060 -0.17347 0.47847  0.823

Values from the calculation:
E_tot ... -778.4071 Eh
Relative energy (zero: lowest compared OMol25 entry of this formula, charge and spin) ... 23.22 kJ/mol
HOMO ... -11.193 eV
HOMO-LUMO gap ... 10.388 eV
Strongest force on any atom ... 3.5 eV Å⁻¹


[4]
The following is a quantum chemistry calculation of FNO4S in the gas phase in a non-equilibrium geometry, from the Open Molecules 2025 dataset.

Last column: Mulliken charge in e.
Positions of all 7 atoms, in Å:
N1 0.69400 0.85611 -0.34514  1.200
O1 1.81675 1.16921 -0.66624  -0.524
O2 -0.93839 -1.01080 1.65515  -0.306
O3 0.29247 -0.38492 -0.56896  -0.374
O4 -0.16363 1.53748 0.17729  -0.601
F1 -1.32990 -2.18925 -0.48813  -0.222
S1 -1.28580 -0.78331 0.34887  0.826

Values from the calculation:
E_tot ... -853.6046 Eh
Relative energy (zero: lowest compared OMol25 entry of this formula, charge and spin) ... 141.02 kJ/mol
HOMO ... -11.916 eV
HOMO-LUMO gap ... 11.423 eV
Strongest force on any atom ... 4.9 eV Å⁻¹


[5]
The following is a quantum chemistry calculation of 2 unconnected molecules or ions with the total composition FO2P in a non-equilibrium geometry, from the Open Molecules 2025 dataset.

Last column: Mulliken charge in e.
Positions of all 4 atoms, in Å:
O1 -1.76606 0.41001 0.06649  -0.335
O2 0.39830 0.39105 -0.10407  -0.014
F1 2.12050 -0.15303 0.05685  -0.246
P1 -0.75274 -0.64802 -0.01927  0.594

Values from the calculation:
E_tot ... -591.5453 Eh
Relative energy (zero: lowest compared OMol25 entry of this formula, charge and spin) ... 554.41 kJ/mol
HOMO (alpha / beta) ... -12.134 / -12.134 eV
HOMO-LUMO gap (alpha / beta) ... 8.173 / 8.176 eV
Strongest force on any atom ... 5.8 eV Å⁻¹


[6]
The following is a quantum chemistry calculation of a molecular structure, FeH12O6 in a non-equilibrium geometry, from the Open Molecules 2025 dataset.

Last column: Mulliken spin population.
Positions of all 19 atoms, in Å:
Fe1 -19.84777 -20.56422 27.28687  3.965
O1 -18.90072 -21.74409 29.86287  0.008
H1 -19.51482 -21.94881 30.56801  -0.001
H2 -18.03703 -21.90735 30.24187  -0.001
O2 -16.98497 -20.48163 26.23015  0.006
H3 -16.75834 -20.49722 25.30029  -0.001
H4 -16.16493 -20.26422 26.67341  -0.001
O3 -19.99724 -23.20729 25.46713  0.006
H5 -19.95009 -23.53809 24.57015  0.000
H6 -20.32044 -23.94837 25.97955  0.000
O4 -22.79867 -20.97922 27.83295  0.007
H7 -23.32785 -21.22210 28.59269  -0.001
H8 -23.41103 -20.53597 27.24576  -0.001
O5 -20.50217 -18.82128 24.71271  0.005
H9 -21.23812 -18.27547 24.43575  -0.001
H10 -19.82067 -18.65349 24.06185  -0.001
O6 -19.23939 -17.95830 28.70686  0.010
H11 -19.78102 -17.17196 28.63961  -0.001
H12 -18.54237 -17.71810 29.31737  -0.001

Values from the calculation:
2S+1 ... 5
E_tot ... -1721.6237 Eh
Relative energy (zero: lowest compared OMol25 entry of this formula, charge and spin) ... 547.96 kJ/mol
HOMO (alpha / beta) ... -18.815 / -18.798 eV
HOMO-LUMO gap (alpha / beta) ... 8.130 / 6.828 eV
Charge ... +2
Strongest force on any atom ... 1.4 eV Å⁻¹


[7]
The following is a quantum chemistry calculation of a molecular structure, FeH8O8P in a non-equilibrium geometry, from the Open Molecules 2025 dataset.

Last column: Mulliken spin population.
Positions of all 18 atoms, in Å:
Fe1 -0.05981 -0.03851 -0.05689  3.705
P1 -1.63092 1.77347 0.89785  -0.010
O1 -2.82090 1.80825 1.85861  0.005
O2 -0.29438 1.15192 1.48461  0.135
O3 -1.45588 3.25359 0.51418  0.006
O4 -1.74220 0.93206 -0.45435  0.107
O5 1.10530 1.33990 -1.23808  0.009
H1 1.81925 1.90195 -0.92491  0.001
H2 1.05651 1.48895 -2.18624  0.001
O6 -0.87598 -1.80587 0.94275  0.003
H3 -1.76382 -2.15456 0.82122  -0.001
H4 -0.48133 -2.33831 1.63715  0.004
O7 1.85469 -0.67023 0.79394  0.010
H5 2.23781 -1.39173 1.30131  0.003
H6 2.60507 -0.15949 0.47723  0.000
O8 0.07189 -1.48368 -1.64224  0.015
H7 -0.56259 -1.91739 -2.21900  0.003
H8 0.93730 -1.69031 -2.00714  0.003

Values from the calculation:
2S+1 ... 5
E_tot ... -2211.8810 Eh
Relative energy (zero: lowest compared OMol25 entry of this formula, charge and spin) ... 133.42 kJ/mol
HOMO (alpha / beta) ... -1.237 / -1.222 eV
HOMO-LUMO gap (alpha / beta) ... 2.811 / 2.771 eV
Charge ... -1
Strongest force on any atom ... 5.1 eV Å⁻¹


[8]
The following is a quantum chemistry calculation of a molecular structure, FeN7O21Pb3 in a non-equilibrium geometry, from the Open Molecules 2025 dataset.

Last column: Mulliken spin population.
Positions of all 32 atoms, in Å:
Fe1 6.03108 -19.34597 7.05750  3.850
Pb1 5.41928 -21.55475 3.14205  0.000
Pb2 1.15956 -17.15223 5.98942  0.000
Pb3 1.64481 -22.57789 5.08536  0.000
N1 2.14524 -21.85518 1.73670  0.000
O1 3.33221 -21.50089 1.89031  0.000
O2 1.55126 -21.66964 0.72426  0.000
O3 1.65358 -22.60633 2.61038  0.000
N2 3.91358 -16.58321 7.76159  -0.002
O4 3.20562 -16.25961 6.74687  0.001
O5 4.58129 -17.65538 7.76847  0.018
O6 4.05099 -15.76361 8.64428  0.007
N3 4.16424 -21.87464 7.68343  -0.001
O7 3.15553 -22.32014 7.09842  0.003
O8 4.43701 -20.65257 7.76315  0.025
O9 4.96975 -22.49047 8.34505  0.012
N4 3.65419 -19.43552 5.02220  0.002
O10 4.81097 -19.29244 5.28909  0.005
O11 2.84785 -18.81870 5.72257  0.004
O12 3.27659 -20.38382 4.25397  0.005
N5 7.55366 -22.13284 6.30656  0.002
O13 6.96658 -23.11802 5.91616  0.009
O14 6.78735 -21.08616 6.26890  0.054
O15 8.72748 -22.07228 6.59452  0.006
N6 0.23378 -19.24858 8.70053  0.000
O16 -0.19023 -20.36580 8.36397  0.000
O17 0.99182 -18.67929 7.93929  0.000
O18 -0.45956 -18.62143 9.57197  0.000
N7 3.94964 -24.38070 3.99382  0.000
O19 3.91354 -23.27839 4.54324  0.000
O20 4.50834 -24.56941 2.87250  0.000
O21 3.72114 -25.37122 4.66952  0.000

Values from the calculation:
2S+1 ... 5
E_tot ... -3804.4268 Eh
HOMO (alpha / beta) ... -11.794 / -11.794 eV
HOMO-LUMO gap (alpha / beta) ... 6.162 / 6.104 eV
Charge ... +1
Strongest force on any atom ... 8.7 eV Å⁻¹